This record from the Open Molecules 2025 dataset describes 2 unconnected molecules or ions with the total composition C5H10O. The level of theory is ωB97M-V/def2-TZVPD.

Atoms and positions in Å:
H  1.158  1.489  -0.948
H  -0.613  0.019  -2.182
C  -0.149  0.866  1.877
H  -1.328  1.290  -0.198
C  -0.704  -0.548  -1.262
H  -1.896  -0.272  0.559
C  -1.126  0.234  -0.026
C  1.509  0.545  -0.529
H  2.038  0.753  0.403
O  0.792  -1.452  0.517
C  0.347  -0.377  -0.250
H  -1.162  -1.526  -1.377
H  2.192  0.065  -1.245
H  -0.273  -0.159  2.293
H  0.329  -2.261  0.283
H  -1.145  1.322  2.093

The net charge is 0. The value obtained for the HOMO-LUMO gap is 8.7 eV. The value obtained for the total energy is -7388.954 eV.

=====

This record from the Open Molecules 2025 dataset describes C4H7PS in the gas phase at a distorted geometry. The level of theory is ωB97M-V/def2-TZVPD.

Atoms and positions in Å:
P  -0.461  -1.775  -0.179
H  -0.677  -1.421  -1.524
C  0.827  -0.437  0.047
H  1.729  -0.745  -0.490
S  -2.356  0.527  -0.212
C  0.361  0.972  -0.450
H  1.074  -0.392  1.113
H  0.176  0.938  -1.527
H  -2.523  -1.434  1.286
C  -1.967  -1.034  0.458
H  1.188  1.658  -0.239
C  -0.840  1.376  0.281
H  -0.743  1.364  1.364

The net charge is 0. The spin multiplicity is 3. The value obtained for the HOMO-LUMO gap (spin up / spin down) is 8.8 / 7.1 eV. The value obtained for the total energy is -24381.555 eV. As for the expectation value of S²: 2.01.

=====

This record from the Open Molecules 2025 dataset describes a molecular structure, C24H18F15GeN5O3RuS at a distorted geometry. The level of theory is ωB97M-V/def2-TZVPD.

Atoms and positions in Å:
C  4.480  1.821  -1.656
C  -1.218  4.506  -2.660
H  -2.450  -1.876  2.568
H  -1.680  -4.795  -1.420
H  -3.947  -1.380  -1.691
C  -0.472  4.338  3.627
N  -2.135  -3.575  0.154
N  -0.538  -2.603  2.135
F  -0.921  4.528  -0.324
H  -0.040  -6.241  -0.143
C  -0.447  1.861  -2.678
C  -0.345  2.545  -1.477
C  -1.943  -2.857  2.530
H  -2.047  -3.361  3.507
S  -0.324  0.122  0.932
C  -3.281  -1.698  -0.867
C  4.871  1.068  0.634
C  -0.448  3.386  2.606
H  0.096  -3.351  2.444
H  -3.626  -1.241  0.072
C  -3.253  -3.187  -0.733
Ru  -0.217  -2.095  0.135
F  3.053  0.765  2.115
C  -1.748  -4.926  -0.334
C  3.495  1.147  0.853
C  1.537  4.307  1.676
C  3.127  1.835  -1.371
H  -2.518  -5.681  -0.109
F  6.652  1.533  -0.838
F  5.694  0.585  1.548
Ge  0.644  1.915  0.179
N  1.772  -1.864  -1.612
H  -3.744  -3.522  1.626
C  -1.137  3.794  -3.895
H  -3.083  -3.665  -1.707
H  -2.561  -4.826  1.855
N  -1.941  -1.225  -1.143
C  -0.954  2.412  -3.861
C  -0.818  3.857  -1.512
O  2.517  -1.505  -2.558
F  2.299  2.324  -2.351
F  -1.511  4.480  4.435
O  2.238  -1.951  -0.412
F  -1.447  2.473  2.619
F  2.465  4.332  0.669
H  0.888  -4.341  -0.923
C  -0.416  -5.329  0.326
F  -1.133  1.664  -4.927
H  -1.809  -1.231  -2.153
F  0.510  6.328  4.464
C  2.584  1.514  -0.129
N  0.521  -4.184  0.049
F  -1.611  5.768  -2.622
C  -2.684  -3.753  1.550
F  -0.107  0.559  -2.784
H  -0.204  -1.819  2.703
F  -1.500  4.396  -5.018
C  0.518  5.331  3.598
C  5.355  1.485  -0.626
C  0.548  3.331  1.640
F  2.512  6.205  2.582
F  4.968  2.029  -2.907
H  -0.464  -5.556  1.433
H  -1.880  -0.241  -0.881
H  -4.225  -3.573  -0.379
H  1.416  -4.237  0.571
C  1.538  5.301  2.634
O  0.529  -2.159  -1.764

The net charge is +2. The spin multiplicity is 5. The value obtained for the HOMO-LUMO gap (spin up / spin down) is 6.1 / 4.1 eV. The value obtained for the total energy is -149444.479 eV. As for the expectation value of S²: 6.02.

=====

This record from the Open Molecules 2025 dataset describes a molecular structure, C38H58B2F4IrN3Si2. The level of theory is ωB97M-V/def2-TZVPD.

Atoms and positions in Å:
F  4.895  -0.022  1.293
H  -2.178  3.416  2.026
C  -3.468  -1.434  -2.213
H  4.372  0.877  3.400
F  3.347  -0.302  -0.396
C  -3.339  -3.216  -0.450
H  3.305  1.550  1.096
C  2.379  1.682  1.648
H  -0.600  2.647  2.086
N  0.703  0.321  -2.291
C  -0.456  -4.124  -3.676
C  0.906  0.913  3.479
N  0.046  -0.808  1.932
C  2.409  -3.381  -1.284
C  -1.453  0.254  3.558
C  -2.737  1.248  -0.223
F  3.370  -1.749  1.403
C  2.288  0.781  2.877
H  -0.611  -4.685  -4.589
H  3.309  0.538  4.771
H  -3.942  -2.140  -2.896
C  0.775  4.392  -3.184
B  4.249  -1.023  0.603
H  -0.347  -2.461  3.194
H  0.710  5.602  -0.340
C  -0.592  1.944  5.065
H  1.318  4.382  0.773
C  -1.228  3.315  1.494
H  -2.810  0.834  -1.228
H  3.518  -4.519  0.178
C  -3.905  0.296  2.924
H  2.847  2.062  -2.831
H  -3.741  1.553  0.078
H  2.500  -2.477  -0.688
H  -3.283  -1.214  5.093
H  -1.338  0.708  -5.474
C  3.548  -3.392  -2.304
H  3.319  2.004  -1.130
H  4.500  -3.391  -1.780
C  -1.515  -3.472  -3.075
H  0.873  3.731  -4.047
H  -0.761  2.646  5.871
H  -0.763  4.302  1.477
H  -2.717  -3.722  0.292
C  0.801  -4.077  -3.098
H  3.522  -4.278  -2.939
H  3.536  -2.509  -2.947
H  -4.696  -0.292  2.457
C  -1.631  1.167  4.595
H  1.704  -1.252  -3.170
C  0.938  -0.505  -3.305
C  -2.399  4.091  -1.179
H  1.485  2.405  4.896
C  -0.168  0.151  3.000
H  -3.701  1.164  2.298
H  -4.293  0.655  3.877
H  -4.267  -0.913  -1.684
H  3.644  3.424  -2.049
C  -0.185  1.344  -2.378
H  -1.661  2.308  -3.595
H  -2.916  -0.708  -2.813
C  -0.155  -2.847  1.017
Si  1.238  3.534  -1.592
H  -2.407  0.461  0.457
H  -2.499  -3.530  -3.520
C  -0.055  -2.710  -1.341
C  0.007  2.153  -1.124
C  3.414  1.118  3.853
H  0.398  -1.073  -5.291
H  1.775  -4.601  0.422
H  -2.694  3.815  -2.193
H  1.616  -4.609  -3.567
C  -0.752  0.608  -4.570
C  -2.553  -2.148  -1.218
C  1.033  -3.376  -1.919
C  1.438  4.796  -0.227
H  2.432  5.245  -0.286
Ir  1.414  0.758  -0.446
H  -1.778  4.987  -1.235
H  -3.313  4.367  -0.646
H  -3.722  -3.977  -1.132
H  2.515  -5.515  -0.893
H  2.305  2.737  1.927
H  -2.126  -2.312  4.367
C  -1.341  -2.763  -1.891
N  0.090  -2.069  -0.037
C  2.560  -4.576  -0.337
C  -0.171  -2.096  2.196
H  1.346  1.634  1.115
H  -2.204  -1.409  -0.495
H  -4.188  -2.767  0.068
C  -0.950  1.498  -3.519
H  -2.609  1.265  5.047
C  2.885  2.648  -1.910
C  0.668  1.813  4.509
H  -3.797  -2.290  3.793
C  -2.976  -1.666  4.148
F  5.085  -1.808  -0.131
H  2.428  -0.250  2.557
B  0.386  -0.669  0.463
H  -2.432  -1.046  2.164
C  -2.657  -0.570  3.123
H  3.426  2.177  4.118
H  1.445  5.241  -3.342
H  -0.245  4.780  -3.163
C  0.209  -0.390  -4.476
H  -0.331  -3.907  0.919
Si  -1.568  2.698  -0.236

The net charge is +1. The spin multiplicity is 2. The value obtained for the HOMO-LUMO gap (spin up / spin down) is 8.5 / 6.6 eV. The value obtained for the total energy is -75639.991 eV. As for the expectation value of S²: 0.75.

=====

This record from the Open Molecules 2025 dataset describes a molecular structure, C5H8O2 at a distorted geometry. The level of theory is ωB97M-V/def2-TZVPD.

Atoms and positions in Å:
C  0.043  1.093  0.186
O  -2.136  -0.606  -0.293
C  -1.011  -1.102  -0.201
H  1.115  2.984  0.168
C  0.126  -0.423  0.345
H  -0.602  -1.361  1.109
C  1.329  1.919  0.335
C  -0.617  -2.358  -0.963
H  1.109  -0.890  0.361
H  1.754  1.826  1.337
H  -1.314  -2.449  -1.809
H  -0.371  1.239  -0.833
H  -0.758  1.458  0.821
H  2.107  1.641  -0.389
O  0.351  -3.050  -0.775

The net charge is 0. The value obtained for the HOMO-LUMO gap is 9.3 eV. The value obtained for the total energy is -9406.475 eV.

=====

This record from the Open Molecules 2025 dataset describes 2 unconnected molecules or ions with the total composition C4H10N3 at a distorted geometry. The level of theory is ωB97M-V/def2-TZVPD.

Atoms and positions in Å:
N  0.323  -0.862  0.050
C  -3.620  -0.538  0.126
N  -0.552  -1.439  -0.515
H  0.268  1.283  -1.145
N  -2.748  0.268  0.033
C  0.762  1.469  -0.255
H  1.798  1.491  -0.490
H  -4.614  -0.353  0.581
C  1.666  -1.544  0.019
H  2.072  -1.721  1.017
H  0.781  0.568  1.654
H  0.764  2.490  0.161
H  -3.601  -1.667  -0.040
H  -0.756  0.669  0.985
C  0.230  0.469  0.714
H  2.259  -0.848  -0.461
H  1.470  -2.461  -0.600

The net charge is +1. The value obtained for the HOMO-LUMO gap (spin up / spin down) is 6.7 / 10.6 eV. The value obtained for the total energy is -8767.969 eV.

=====

net charge of number 3 (C24H18F15GeN5O3RuS)?
+2